1.
{
  "formula": "C15H29Cl2LaN2OP",
  "method": "wB97M-V/def2-TZVPD",
  "charge": -1,
  "homo_energy_ha": -0.11328,
  "symbols": ["La", "Cl", "Cl", "P", "O", "N", "N", "C", "C", "C", "C", "C", "C", "C", "C", "C", "C", "C", "C", "C", "C", "C", "H", "H", "H", "H", "H", "H", "H", "H", "H", "H", "H", "H", "H", "H", "H", "H", "H", "H", "H", "H", "H", "H", "H", "H", "H", "H", "H", "H", "H"],
  "xyz": [[0.102, -0.021, -0.237], [-1.721, -1.110, -1.654], [2.273, -1.102, -0.802], [-2.633, -4.773, -2.669], [3.745, 5.109, 3.923], [1.611, 1.774, 0.817], [5.061, 5.363, 2.093], [4.029, 4.772, 2.763], [-1.736, -5.955, -3.798], [1.395, 2.154, 2.113], [-4.599, -5.076, -4.774], [-4.079, -4.154, -3.669], [-0.683, -6.773, -3.038], [-1.070, -5.177, -4.943], [2.180, 3.122, 2.736], [3.516, 3.282, 0.732], [-3.472, -5.814, -1.378], [-4.060, -7.144, -1.854], [-2.557, -6.001, -0.154], [3.258, 3.715, 2.046], [-3.767, -2.754, -4.221], [2.687, 2.310, 0.173], [-4.871, -6.074, -4.413], [-1.780, -4.631, -5.576], [5.335, 5.135, 1.154], [-1.113, -7.477, -2.315], [-4.311, -5.162, -1.074], [-4.669, -2.339, -4.692], [5.561, 6.073, 2.583], [-0.097, -7.365, -3.756], [2.861, 1.906, -0.830], [-1.702, -6.655, -0.371], [-2.175, -5.038, 0.203], [-0.249, -0.832, 1.400], [-2.971, -2.778, -4.977], [-2.507, -6.631, -4.203], [4.345, 3.679, 0.127], [-0.340, -4.457, -4.546], [0.557, 1.657, 2.614], [-3.881, -5.181, -5.599], [-1.369, 0.658, 0.861], [-4.867, -4.050, -2.902], [-5.510, -4.620, -5.187], [1.946, 3.429, 3.761], [-0.526, -5.878, -5.591], [-3.289, -7.839, -2.216], [-3.447, -2.078, -3.420], [0.016, -6.112, -2.507], [-4.820, -7.017, -2.634], [-3.131, -6.460, 0.662], [-4.555, -7.617, -0.994]]
}



2.
{
  "formula": "C15H29F3NO2PPtSSi",
  "method": "wB97M-V/def2-TZVPD",
  "charge": 0,
  "de_lowest_kcal_mol": 0.2,
  "homo_energy_ha": [-0.23943, -0.23943],
  "symbols": ["Pt", "S", "P", "Si", "F", "F", "F", "O", "O", "N", "C", "C", "C", "C", "C", "C", "C", "C", "C", "C", "C", "C", "C", "C", "C", "H", "H", "H", "H", "H", "H", "H", "H", "H", "H", "H", "H", "H", "H", "H", "H", "H", "H", "H", "H", "H", "H", "H", "H", "H", "H", "H", "H", "H"],
  "xyz": [[0.281, 0.157, 0.058], [3.579, -0.933, -1.052], [-2.572, 1.995, -1.253], [0.733, 1.013, 3.010], [-0.746, -0.251, -2.484], [1.420, -0.520, -2.565], [-1.239, -1.837, 0.167], [2.584, -0.681, 0.032], [-1.226, 2.090, -0.616], [-0.084, -0.206, 2.085], [-0.014, 2.655, 2.426], [5.127, -1.208, -0.130], [-2.535, 2.098, -3.067], [-1.961, -2.691, 4.115], [2.582, 0.938, 2.610], [-0.856, -1.262, 2.457], [0.629, 1.008, 4.908], [-2.268, -3.175, 1.801], [-3.462, 0.489, -0.794], [-2.533, -3.483, 3.127], [4.065, 0.704, -1.681], [0.444, 0.268, -1.968], [-3.659, 3.361, -0.740], [-1.151, -1.619, 3.793], [-1.460, -2.105, 1.502], [0.582, 3.509, 2.757], [-1.026, 2.775, 2.820], [-3.520, 2.342, -3.463], [4.362, 1.346, -0.854], [1.183, 1.866, 5.296], [-2.146, -2.917, 5.158], [3.142, 1.688, 3.173], [-0.720, -1.023, 4.582], [2.747, 1.111, 1.547], [4.879, 0.576, -2.393], [-3.792, 3.313, 0.340], [0.553, 1.254, -2.438], [2.986, -0.047, 2.847], [-2.834, -0.369, -1.034], [-2.683, -3.760, 0.990], [-0.397, 1.096, 5.270], [-4.422, 0.417, -1.304], [-4.626, 3.290, -1.237], [-3.166, -4.322, 3.380], [5.292, -0.390, 0.566], [-1.826, 2.879, -3.344], [5.948, -1.293, -0.841], [-3.614, 0.519, 0.286], [3.198, 1.124, -2.184], [5.012, -2.138, 0.423], [-3.188, 4.311, -0.993], [-0.078, 2.684, 1.338], [-2.197, 1.150, -3.478], [1.071, 0.111, 5.343]]
}



3.
{
  "formula": "C15H29N5O",
  "method": "wB97M-V/def2-TZVPD",
  "charge": 0,
  "de_lowest_kcal_mol": 0.0,
  "homo_energy_ha": -0.31352,
  "symbols": ["O", "N", "N", "N", "N", "N", "C", "C", "C", "C", "C", "C", "C", "C", "C", "C", "C", "C", "C", "C", "C", "H", "H", "H", "H", "H", "H", "H", "H", "H", "H", "H", "H", "H", "H", "H", "H", "H", "H", "H", "H", "H", "H", "H", "H", "H", "H", "H", "H", "H"],
  "xyz": [[2.003, 1.984, -0.469], [2.108, -0.967, 1.687], [-1.067, -0.720, -2.047], [0.193, 0.938, 0.367], [2.210, -1.249, 0.540], [2.502, -1.631, -0.477], [1.169, 3.977, 2.962], [0.183, -0.139, -2.499], [-1.104, -0.957, -0.620], [-1.466, -4.377, -2.656], [-0.362, 3.182, 4.775], [-1.118, 0.358, 0.170], [0.334, 1.317, -2.042], [0.563, 2.750, 3.639], [-0.211, 1.894, 2.626], [1.032, -0.294, 2.341], [0.245, -3.228, -4.070], [0.925, 1.453, -0.657], [-1.508, -1.856, -2.835], [-0.612, -3.120, -2.811], [0.717, 1.077, 1.716], [-1.544, 0.171, 1.156], [-0.637, 1.812, -2.092], [0.060, -3.055, -1.949], [-0.820, 2.555, 2.007], [-0.838, -5.264, -2.639], [0.899, -2.367, -4.175], [-2.032, -1.492, -0.400], [1.022, 1.831, -2.715], [-0.885, 1.222, 3.164], [-1.201, 3.754, 4.383], [-2.160, -4.466, -3.490], [-2.040, -4.347, -1.732], [-0.388, -3.295, -4.954], [-2.507, -2.115, -2.470], [0.161, -0.146, -3.591], [0.381, 4.639, 2.609], [1.665, 1.612, 1.587], [1.373, 2.147, 4.064], [-1.619, -1.508, -3.865], [0.175, 3.806, 5.485], [-1.773, 1.063, -0.352], [1.784, 3.698, 2.110], [1.790, 4.529, 3.664], [1.063, -0.715, -2.169], [1.351, -0.152, 3.375], [0.866, -4.120, -4.027], [0.136, -0.930, 2.338], [-0.264, -1.580, -0.269], [-0.754, 2.319, 5.308]]
}



4.
{
  "formula": "C15H30AsF6N3O8PZr",
  "method": "wB97M-V/def2-TZVPD",
  "charge": 2,
  "de_lowest_kcal_mol": 0.0,
  "s2": 0.756,
  "multiplicity": 2,
  "homo_energy_ha": [-0.57169, -0.57167],
  "symbols": ["Zr", "As", "P", "F", "F", "F", "F", "F", "F", "O", "O", "O", "O", "O", "O", "O", "O", "N", "N", "N", "C", "C", "C", "C", "C", "C", "C", "C", "C", "C", "C", "C", "C", "C", "C", "H", "H", "H", "H", "H", "H", "H", "H", "H", "H", "H", "H", "H", "H", "H", "H", "H", "H", "H", "H", "H", "H", "H", "H", "H", "H", "H", "H", "H", "H"],
  "xyz": [[-0.123, 0.337, 0.633], [-3.332, 1.232, 0.293], [0.889, 2.219, -1.702], [-3.488, -0.361, 0.915], [-1.872, 1.338, 1.499], [-1.921, 0.529, -0.683], [-4.405, 0.974, -0.970], [-2.807, 2.754, -0.254], [-4.361, 1.880, 1.454], [-1.002, -0.863, 2.466], [0.225, 2.378, -0.159], [2.001, -2.947, 0.919], [0.732, 0.551, -1.380], [1.554, -0.753, 1.020], [-0.383, 2.393, -2.617], [0.628, 1.319, 2.335], [2.679, 2.162, 1.955], [1.910, -0.737, 3.678], [-0.667, -1.710, -0.169], [-1.196, -3.924, -1.074], [2.567, -1.777, 2.929], [1.994, -1.893, 1.485], [-0.922, -2.759, -0.598], [2.245, -1.189, -2.223], [-0.393, 3.335, -3.743], [-0.194, -5.001, -1.030], [1.021, -0.360, -2.503], [0.203, 3.706, 0.515], [-0.403, -1.728, 3.434], [-0.677, 2.586, -5.017], [2.457, 0.566, 3.730], [-0.239, 4.788, -0.436], [1.903, 1.462, 2.530], [-2.514, -4.200, -1.670], [0.631, -1.026, 4.314], [-0.764, 3.296, -5.840], [0.712, -4.634, -0.555], [1.148, 0.266, -3.387], [-0.341, 5.715, 0.130], [3.631, -1.554, 2.852], [-3.137, -3.312, -1.604], [0.230, -0.096, 4.713], [-0.491, 3.568, 1.338], [-1.615, 2.036, -4.940], [2.142, 1.075, 4.642], [3.111, -0.553, -2.037], [-1.201, 4.554, -0.888], [2.098, -1.851, -1.372], [-1.801, -0.442, 2.812], [0.504, 4.978, -1.214], [2.462, -1.798, -3.101], [1.207, 3.861, 0.904], [0.029, -5.325, -2.045], [3.539, 0.542, 3.642], [0.118, -0.949, -2.642], [0.567, 3.854, -3.782], [0.128, 1.891, -5.259], [-1.173, 4.057, -3.509], [-2.986, -5.016, -1.125], [0.850, -1.695, 5.157], [0.021, -2.573, 2.893], [-1.182, -2.119, 4.087], [-0.595, -5.838, -0.460], [2.433, -2.737, 3.426], [-2.386, -4.481, -2.713]]
}



5.
{
  "formula": "C15H30Cl2NO6PS",
  "method": "wB97M-V/def2-TZVPD",
  "charge": 0,
  "smiles": "CCOCCCCC[C@@]1(P(O)(O)=S)C[C@@H](C[C@@H](O)CN)OC1=O.ClCCl",
  "homo_energy_ha": -0.33879,
  "symbols": ["Cl", "Cl", "S", "P", "O", "O", "O", "O", "O", "O", "N", "C", "C", "C", "C", "C", "C", "C", "C", "C", "C", "C", "C", "C", "C", "C", "H", "H", "H", "H", "H", "H", "H", "H", "H", "H", "H", "H", "H", "H", "H", "H", "H", "H", "H", "H", "H", "H", "H", "H", "H", "H", "H", "H", "H", "H"],
  "xyz": [[-3.897, -3.555, 2.469], [-3.388, -3.956, 5.314], [-3.935, 4.071, 0.679], [-2.100, 3.478, 0.823], [-1.121, 4.685, 0.076], [-1.592, 3.454, 2.458], [4.516, -0.540, -0.963], [-0.208, 0.865, 1.993], [-2.343, 0.055, 1.855], [-0.545, -3.246, 0.328], [-1.870, -3.041, -2.639], [3.228, 0.103, -0.810], [-1.752, 1.763, 0.105], [-2.992, -2.997, 3.884], [5.875, -0.824, 1.179], [-0.818, -2.278, -1.923], [-1.065, -2.052, -0.354], [-0.838, 1.783, -1.208], [-3.008, 0.834, -0.316], [1.638, 1.672, -2.162], [5.447, 0.118, -0.070], [-2.974, -0.437, 0.653], [3.124, 1.540, -1.539], [-1.288, 0.920, 1.388], [-2.591, -1.875, 0.083], [0.688, 2.221, -0.957], [-1.927, -3.089, 3.680], [-3.356, -2.148, -0.716], [-0.605, 3.386, 2.383], [-1.263, 2.533, -1.973], [-2.018, -3.950, -2.190], [-2.737, -2.508, -2.751], [-3.148, 0.662, -1.439], [-3.243, -1.955, 4.075], [3.948, 1.729, -2.296], [-4.013, 1.334, -0.059], [6.391, 0.327, -0.688], [-0.840, 0.765, -1.715], [-0.560, -1.284, -2.441], [1.236, 0.665, -2.539], [5.056, 1.086, 0.384], [1.602, 2.453, -3.004], [3.194, 2.341, -0.715], [-1.147, -3.981, 0.096], [5.063, -0.799, 1.992], [1.077, 1.705, -0.014], [0.143, -2.905, -2.006], [0.847, 3.347, -0.941], [-1.030, 4.493, -0.882], [-2.769, -2.619, 0.947], [-0.375, -1.203, -0.026], [-4.078, -0.562, 0.954], [3.062, 0.245, 0.318], [6.068, -1.872, 0.788], [6.827, -0.355, 1.596], [2.404, -0.602, -1.164]]
}



6.
{
  "formula": "C15H30Cl30",
  "method": "wB97M-V/def2-TZVPD",
  "charge": 0,
  "de_lowest_kcal_mol": 37.6,
  "homo_energy_ha": -0.37418,
  "symbols": ["Cl", "Cl", "Cl", "Cl", "Cl", "Cl", "Cl", "Cl", "Cl", "Cl", "Cl", "Cl", "Cl", "Cl", "Cl", "Cl", "Cl", "Cl", "Cl", "Cl", "Cl", "Cl", "Cl", "Cl", "Cl", "Cl", "Cl", "Cl", "Cl", "Cl", "C", "C", "C", "C", "C", "C", "C", "C", "C", "C", "C", "C", "C", "C", "C", "H", "H", "H", "H", "H", "H", "H", "H", "H", "H", "H", "H", "H", "H", "H", "H", "H", "H", "H", "H", "H", "H", "H", "H", "H", "H", "H", "H", "H", "H"],
  "xyz": [[-1.243, -3.064, 6.859], [-3.919, -2.824, -5.094], [-2.827, -3.117, -2.650], [0.640, 1.384, -0.386], [-4.572, -4.362, 1.238], [-0.877, -1.441, 4.260], [-0.598, 3.940, -2.595], [-0.543, -1.148, 0.059], [2.549, -6.846, 1.155], [-1.609, 7.315, 0.324], [-3.268, 1.384, -2.851], [2.977, -1.861, 2.585], [-4.312, 4.510, -1.941], [5.866, -1.602, 2.121], [-1.572, -0.229, -4.587], [1.212, 7.500, 1.038], [0.420, -5.297, -0.861], [-4.552, 4.465, 1.028], [-5.058, -1.012, 3.853], [2.281, -2.931, -0.926], [1.419, -2.247, -4.686], [0.868, 4.533, 2.618], [0.463, 2.355, -4.778], [-3.332, 0.256, 1.650], [2.473, 2.127, 3.095], [3.964, 1.656, -2.795], [3.779, -0.776, -5.480], [5.290, -0.858, -1.868], [-1.953, -4.244, 2.622], [4.180, -5.694, 3.068], [0.392, 0.148, 0.860], [-1.845, 0.282, -2.921], [-4.394, -2.744, -3.402], [1.172, -3.989, -1.931], [2.109, 3.816, 3.575], [4.522, -1.206, 3.169], [-0.579, -1.565, 6.075], [-4.936, 0.236, 2.562], [-2.957, -3.680, 1.377], [-3.616, 3.927, -0.420], [0.067, 7.022, -0.169], [2.372, -0.848, -4.369], [4.478, 0.612, -1.428], [0.232, 3.977, -4.168], [3.144, -5.292, 1.606], [0.212, 7.722, -0.992], [-2.462, -3.973, 0.451], [4.449, -0.119, 3.209], [4.962, 1.145, -0.609], [3.072, 4.319, 3.490], [-2.055, -0.641, -2.381], [2.255, -4.722, 1.875], [-5.717, 0.056, 1.823], [0.499, -1.518, 6.222], [3.630, -4.799, 0.764], [-2.613, 4.355, -0.438], [-0.218, 4.626, -4.919], [-3.100, -2.600, 1.329], [-0.075, 0.497, 1.781], [0.380, -3.306, -2.239], [1.926, 3.829, 4.650], [-3.458, 2.850, -0.358], [-1.012, -0.696, 6.570], [-4.848, -1.812, -3.065], [1.173, 4.517, -4.067], [3.563, 0.246, -0.962], [1.690, -0.039, -4.633], [4.761, -1.467, 4.200], [1.362, -0.259, 1.147], [-5.141, 1.232, 2.956], [2.545, -0.811, -3.294], [-0.942, 0.777, -2.563], [-5.099, -3.548, -3.189], [1.729, -4.422, -2.762], [0.221, 5.992, -0.492]]
}



Number 1: DFT total energy -2067.08185 Eh, strongest force on any atom 3.962 eV Å⁻¹. Number 2: DFT total energy -2242.13722 Eh, strongest force on any atom 2.103 eV Å⁻¹. Number 3: DFT total energy -937.92675 Eh, strongest force on any atom 2.632 eV Å⁻¹. Number 4: DFT total energy -4578.93835 Eh, strongest force on any atom 0.254 eV Å⁻¹. Number 5: DFT total energy -2755.58972 Eh, strongest force on any atom 3.978 eV Å⁻¹. Number 6: DFT total energy -14395.19998 Eh, strongest force on any atom 2.570 eV Å⁻¹.